ORCA calculation (ωB97M-V with the def2-TZVPD basis set) on C38H41MoN3O4P2Si2 as an isolated structure.

Last column: Mulliken spin population.
Cartesian coordinates (Å):
Mo1 -0.219198 -0.146401 -0.427809  2.078
C1 3.924351 1.016022 -1.828170  0.011
Si1 3.072629 -0.600559 -1.382418  -0.036
C2 4.377135 -1.798317 -0.773130  -0.001
C3 2.201001 -1.285847 -2.899816  0.035
N1 1.853291 -0.278919 -0.159064  -0.101
P1 1.660415 -0.544628 1.446851  0.073
C4 0.028062 -0.038453 1.656671  -0.013
P2 -0.432138 1.619369 1.582095  -0.032
N2 -0.549093 1.842588 -0.049448  -0.104
Si2 -0.760470 3.111790 -1.253553  -0.019
C5 -1.429031 4.667082 -0.456566  0.000
C6 0.886424 3.457397 -2.089621  0.021
C7 -1.914800 2.514780 -2.604446  0.013
C8 -2.019310 1.848412 2.389476  0.022
C9 -2.747904 0.734946 2.790360  -0.007
C10 -4.031497 0.889603 3.290432  0.000
C11 -4.581201 2.155694 3.409139  0.001
C12 -3.842899 3.275095 3.040317  -0.001
C13 -2.566161 3.122423 2.531055  -0.002
C14 0.654032 2.861164 2.298528  0.003
C15 1.626302 3.454204 1.501202  -0.001
C16 2.481511 4.406456 2.031548  -0.002
C17 2.367407 4.762396 3.367289  0.001
C18 1.402170 4.166971 4.167705  0.000
C19 0.546455 3.220129 3.637097  0.004
C20 1.845262 -2.307916 1.791592  -0.001
C21 2.103661 -2.760388 3.084610  -0.010
C22 2.153255 -4.115905 3.357677  0.000
C23 1.938320 -5.038613 2.342691  0.000
C24 1.677992 -4.599015 1.056579  0.003
C25 1.638884 -3.240680 0.780286  0.011
C26 2.857035 0.269808 2.515223  0.005
C27 2.565543 0.462076 3.862726  -0.004
C28 3.500364 1.047540 4.696611  -0.002
C29 4.727512 1.455372 4.190450  0.002
C30 5.016004 1.280717 2.846966  -0.001
C31 4.079721 0.690268 2.012215  -0.005
H1 4.484165 0.871329 -2.752353  0.001
H2 4.637699 1.346666 -1.073505  0.000
H3 3.221395 1.826497 -1.995341  -0.005
H4 5.174908 -1.811338 -1.518749  0.000
H5 4.014410 -2.819338 -0.653450  0.000
H6 4.827779 -1.497351 0.173514  0.000
H7 2.668092 -0.929106 -3.816904  0.006
H8 1.143183 -1.004984 -2.953653  -0.011
H9 2.221053 -2.375339 -2.918563  0.002
H10 -0.792901 5.036287 0.348739  0.000
H11 -2.435114 4.524487 -0.062544  0.000
H12 -1.484165 5.449599 -1.214724  0.000
H13 1.643948 3.922583 -1.458265  0.000
H14 0.713410 4.123917 -2.935103  0.001
H15 1.311746 2.537339 -2.494016  -0.008
H16 -2.967868 2.629794 -2.352475  0.001
H17 -1.768874 1.462898 -2.868471  -0.003
H18 -1.729607 3.094074 -3.508805  0.003
H19 -2.313064 -0.251938 2.684701  0.003
H20 -4.609332 0.018258 3.562803  0.000
H21 -5.585629 2.270926 3.789920  0.000
H22 -4.264947 4.264291 3.148567  0.000
H23 -1.997040 4.001250 2.250421  0.001
H24 1.726161 3.153905 0.463579  -0.006
H25 3.233373 4.866573 1.405475  0.000
H26 3.030401 5.507008 3.786992  0.000
H27 1.314765 4.448217 5.207828  0.000
H28 -0.218560 2.776465 4.262443  0.001
H29 2.273384 -2.063744 3.896172  0.000
H30 2.354907 -4.447581 4.365827  0.000
H31 1.963900 -6.097509 2.559426  0.000
H32 1.491035 -5.305481 0.260008  0.000
H33 1.404280 -2.921038 -0.222835  0.005
H34 1.598638 0.173444 4.258459  0.004
H35 3.265725 1.196881 5.741209  0.000
H36 5.454013 1.917205 4.845757  0.000
H37 5.965660 1.606995 2.446461  0.000
H38 4.308374 0.565232 0.962218  0.001
O1 -7.394539 -0.520380 0.032264  0.001
C32 -6.644135 -1.475461 -0.220142  0.001
O2 -6.875369 -2.681268 -0.376024  0.001
C33 -5.153054 -1.083087 -0.387972  0.008
C34 -4.733661 0.227752 -0.217893  -0.003
C35 -3.389973 0.542130 -0.294308  0.021
N3 -2.459220 -0.375828 -0.552056  -0.044
C36 -2.862049 -1.642085 -0.767978  -0.004
C37 -4.181772 -2.037456 -0.697774  -0.009
C38 -1.759874 -2.597542 -1.073529  0.045
O3 -1.886623 -3.762144 -1.338896  0.012
O4 -0.560903 -1.982049 -1.041255  0.032
H39 -5.482205 0.974219 0.006461  0.000
H40 -3.032276 1.545137 -0.109278  -0.002
H41 -4.482889 -3.062667 -0.853830  0.000

Forces on the atoms, in the same order (eV/Å):
Mo 0.292 -0.039 0.475
C 0.003 -0.250 0.024
Si 0.049 0.049 0.021
C -0.039 0.048 -0.087
C -0.115 0.099 0.092
N -0.268 -0.366 -0.156
P -0.077 -0.136 0.085
C 0.109 0.202 -0.391
P -0.206 -0.006 -0.017
N -0.228 -0.129 -0.100
Si 0.066 0.023 0.168
C 0.046 -0.094 -0.129
C -0.099 -0.035 0.045
C 0.049 -0.092 0.082
C 0.085 -0.027 0.093
C -0.004 -0.115 -0.015
C -0.041 0.002 0.007
C 0.031 0.008 -0.006
C -0.052 -0.043 0.023
C 0.015 0.138 -0.020
C 0.016 0.014 -0.159
C 0.158 -0.116 -0.147
C -0.016 -0.031 0.052
C 0.018 0.018 0.008
C 0.101 0.094 0.061
C -0.156 -0.026 0.083
C 0.023 -0.021 0.114
C 0.065 0.050 0.121
C -0.016 -0.024 -0.060
C -0.006 -0.006 0.086
C 0.017 0.040 -0.055
C -0.084 -0.023 -0.020
C -0.012 0.091 -0.127
C -0.122 0.050 0.028
C 0.052 0.058 0.036
C -0.003 0.005 0.062
C -0.016 0.008 0.004
C 0.133 0.004 -0.110
H 0.073 0.000 -0.096
H 0.014 -0.001 0.086
H -0.106 0.073 -0.008
H 0.081 -0.053 -0.036
H -0.064 0.029 -0.027
H -0.011 0.033 0.035
H 0.096 0.013 -0.054
H 0.079 0.035 0.012
H -0.003 -0.064 0.051
H 0.071 -0.024 0.034
H -0.050 -0.048 0.008
H -0.010 0.074 -0.045
H -0.058 0.019 0.029
H -0.009 0.074 -0.068
H -0.047 -0.057 -0.032
H -0.056 0.010 0.073
H 0.062 0.012 0.037
H 0.009 0.080 -0.070
H 0.010 0.025 -0.013
H -0.029 -0.032 0.037
H -0.058 0.015 0.007
H -0.025 0.039 -0.001
H 0.011 -0.040 -0.018
H -0.027 0.008 0.115
H 0.032 0.014 -0.019
H 0.013 0.017 0.007
H -0.009 0.011 0.042
H -0.008 -0.035 -0.008
H 0.000 0.004 -0.072
H 0.011 -0.047 0.048
H 0.012 -0.036 0.005
H 0.000 -0.036 -0.012
H 0.008 0.042 -0.068
H -0.024 -0.023 -0.024
H 0.006 0.010 0.047
H 0.014 0.003 0.005
H 0.036 0.010 -0.016
H -0.026 0.008 0.019
O 0.064 0.239 0.120
C -0.256 -0.022 -0.171
O 0.168 -0.168 0.017
C 0.209 -0.046 -0.042
C 0.015 -0.008 0.040
C -0.272 0.148 0.061
N 0.513 -0.059 -0.068
C -0.464 -0.271 0.012
C 0.090 0.234 0.072
C 0.532 -0.396 -0.184
O -0.085 0.418 0.151
O -0.271 0.366 -0.132
H -0.027 0.058 0.013
H -0.046 -0.002 -0.056
H 0.047 -0.075 -0.019

The total charge is 0. For the gap between HOMO and LUMO (alpha / beta), the calculation gives 6.4 / 6.5 eV. As for the multiplicity: 3. Its expectation value of S² is 2.02. The calculation puts the energy relative to the best compared isomer or geometry (same formula, charge and spin) at 10.2 kJ/mol.